# 1
{"formula": "C31H23N6O3Ru", "method": "ωB97M-V/def2-TZVPD", "elements": ["Ru", "O", "C", "C", "C", "C", "C", "C", "C", "O", "N", "N", "C", "C", "C", "C", "C", "C", "C", "O", "H", "H", "H", "H", "H", "H", "H", "H", "H", "H", "C", "C", "C", "C", "C", "C", "N", "C", "C", "C", "C", "C", "C", "N", "N", "C", "C", "C", "C", "C", "N", "H", "H", "H", "H", "H", "H", "H", "H", "H", "H", "H", "H", "H"], "coordinates": [[0.15, -0.14, -0.25], [4.23, 3.32, -1.28], [3.50, 3.35, -2.41], [3.89, 4.25, -3.41], [3.19, 4.34, -4.59], [2.08, 3.53, -4.81], [1.69, 2.64, -3.83], [2.38, 2.53, -2.63], [1.89, 1.58, -1.61], [0.84, 0.89, -1.89], [2.52, 1.53, -0.46], [1.92, 0.65, 0.42], [2.60, 0.23, 1.42], [2.14, -0.77, 2.36], [3.08, -1.20, 3.31], [2.79, -2.17, 4.25], [1.51, -2.73, 4.24], [0.56, -2.33, 3.33], [0.84, -1.34, 2.36], [-0.13, -0.98, 1.56], [3.83, 2.64, -0.69], [4.76, 4.87, -3.22], [3.51, 5.04, -5.35], [1.53, 3.60, -5.74], [0.82, 2.01, -3.97], [3.61, 0.60, 1.53], [4.07, -0.75, 3.30], [3.53, -2.48, 4.96], [1.26, -3.49, 4.97], [-0.43, -2.76, 3.33], [0.10, 5.11, -0.12], [0.32, 4.30, 0.99], [-0.17, 3.01, 1.02], [-0.90, 2.52, -0.06], [-1.13, 3.33, -1.17], [-0.62, 4.62, -1.20], [-1.29, 1.16, -0.06], [-2.60, 0.83, -0.15], [-3.58, 1.81, 0.16], [-4.92, 1.54, 0.12], [-5.40, 0.27, -0.24], [-4.50, -0.69, -0.56], [-3.11, -0.46, -0.53], [-2.38, -1.55, -0.95], [-1.13, -1.42, -0.94], [-0.29, -2.50, -1.26], [-0.62, -3.77, -1.68], [0.43, -4.66, -1.83], [1.73, -4.26, -1.57], [1.96, -2.95, -1.15], [0.97, -2.09, -1.01], [0.50, 6.11, -0.15], [0.89, 4.68, 1.83], [0.01, 2.36, 1.87], [-1.67, 2.92, -2.02], [-0.78, 5.23, -2.07], [-3.24, 2.79, 0.46], [-5.62, 2.32, 0.40], [-6.47, 0.07, -0.26], [-4.81, -1.69, -0.86], [-1.65, -4.04, -1.85], [0.24, -5.67, -2.16], [2.56, -4.94, -1.67], [2.96, -2.59, -0.93]], "lowdin_charge": [1.410, 0.052, -0.272, -0.018, -0.086, -0.096, -0.032, -0.083, -0.420, -0.161, 0.057, -0.127, -0.067, -0.154, -0.061, -0.108, -0.091, -0.023, -0.350, -0.200, 0.061, 0.115, 0.102, 0.096, 0.112, 0.132, 0.108, 0.096, 0.102, 0.112, -0.085, -0.073, -0.032, -0.321, -0.034, -0.072, -0.069, -0.173, -0.016, -0.068, -0.090, -0.036, -0.185, 0.128, -0.127, -0.289, 0.016, -0.047, -0.048, -0.086, 0.056, 0.102, 0.104, 0.114, 0.125, 0.106, 0.114, 0.109, 0.101, 0.111, 0.115, 0.113, 0.108, 0.124], "orbital_gap_ev": [6.26, 6.28], "lumo_energy_ev": [-1.12, -1.14], "e_above_lowest_ev": 0.000, "spin_multiplicity": 2}

---

# 2
{"formula": "C31H24BCl64F9N4O7PS", "method": "ωB97M-V/def2-TZVPD", "elements": ["C", "C", "C", "C", "N", "N", "N", "C", "C", "C", "C", "O", "P", "N", "O", "O", "C", "B", "O", "O", "C", "C", "S", "O", "O", "C", "F", "F", "C", "F", "F", "C", "F", "F", "C", "F", "F", "F", "H", "H", "H", "H", "H", "H", "H", "H", "H", "H", "H", "H", "H", "H", "H", "H", "H", "H", "H", "H", "H", "H", "H", "H", "C", "Cl", "Cl", "Cl", "Cl", "C", "Cl", "Cl", "Cl", "Cl", "C", "Cl", "Cl", "Cl", "Cl", "C", "Cl", "Cl", "Cl", "Cl", "C", "Cl", "Cl", "Cl", "Cl", "C", "Cl", "Cl", "Cl", "Cl", "C", "Cl", "Cl", "Cl", "Cl", "C", "Cl", "Cl", "Cl", "Cl", "C", "Cl", "Cl", "Cl", "Cl", "C", "Cl", "Cl", "Cl", "Cl", "C", "Cl", "Cl", "Cl", "Cl", "C", "Cl", "Cl", "Cl", "Cl", "C", "Cl", "Cl", "Cl", "Cl", "C", "Cl", "Cl", "Cl", "Cl", "C", "Cl", "Cl", "Cl", "Cl", "C", "Cl", "Cl", "Cl", "Cl"], "coordinates": [[1.83, 0.77, 0.50], [0.76, 0.27, 0.30], [-0.57, -0.26, -0.04], [-1.42, 0.00, 1.26], [-0.88, -0.45, 2.50], [-0.32, -1.76, -0.26], [0.64, -2.30, 0.68], [1.77, -2.98, 0.01], [1.45, -4.34, -0.61], [-1.62, -2.47, -0.30], [-2.50, -1.71, -1.30], [-3.69, -1.25, -0.69], [-3.03, -3.04, -2.58], [-3.91, -2.16, -3.73], [-4.14, -3.92, -1.78], [-1.82, -0.77, -2.06], [-1.14, 0.27, -1.37], [0.11, 0.61, -2.42], [0.91, 1.69, -2.34], [0.36, -0.31, -3.37], [0.98, 0.20, -4.58], [2.49, 0.07, -4.55], [-2.24, 1.75, -1.46], [-3.20, 1.39, -2.46], [-1.57, 2.94, -1.89], [-3.29, 2.33, -0.03], [-3.94, 1.35, 0.61], [-4.27, 2.98, -0.67], [-2.71, 3.35, 1.03], [-2.85, 2.78, 2.24], [-3.48, 4.44, 1.10], [-1.23, 3.84, 0.93], [-0.37, 2.92, 0.45], [-0.84, 4.05, 2.19], [-1.00, 5.22, 0.21], [-1.85, 5.44, -0.79], [-1.15, 6.18, 1.11], [0.24, 5.30, -0.27], [2.78, 1.15, 0.78], [-1.44, 1.08, 1.34], [-2.42, -0.40, 1.18], [-0.05, 0.03, 2.81], [-0.83, -1.45, 2.62], [0.12, -1.93, -1.17], [0.15, -3.03, 1.19], [2.26, -2.31, -0.72], [2.51, -3.14, 0.79], [2.31, -4.63, -1.20], [0.60, -4.34, -1.29], [1.36, -5.09, 0.17], [-1.44, -3.48, -0.67], [-2.09, -2.58, 0.67], [-4.04, -0.53, -1.23], [-4.66, -1.60, -3.32], [-3.28, -1.53, -4.21], [-4.47, -3.46, -0.99], [0.72, 2.27, -1.60], [0.65, 1.19, -4.85], [0.64, -0.45, -5.37], [2.81, 0.29, -3.53], [2.80, -0.95, -4.73], [2.96, 0.77, -5.23], [3.21, 3.96, 2.46], [4.56, 3.11, 1.68], [2.29, 2.81, 3.44], [3.83, 5.24, 3.50], [2.15, 4.67, 1.24], [0.05, -4.96, 4.45], [-1.67, -4.99, 4.84], [0.30, -3.79, 3.12], [0.99, -4.46, 5.85], [0.59, -6.54, 3.90], [-5.14, -3.01, 3.06], [-6.38, -1.85, 3.51], [-3.54, -2.32, 3.37], [-5.33, -4.49, 4.00], [-5.29, -3.39, 1.34], [-0.19, -2.59, -8.79], [-1.11, -2.27, -7.31], [-1.30, -2.64, -10.16], [1.00, -1.31, -9.03], [0.63, -4.14, -8.64], [2.79, 8.05, 5.96], [1.97, 6.61, 6.59], [2.80, 9.32, 7.19], [4.46, 7.63, 5.53], [1.95, 8.63, 4.51], [5.65, -2.68, -1.33], [6.63, -1.36, -1.96], [6.40, -4.22, -1.73], [5.49, -2.53, 0.42], [4.02, -2.59, -2.04], [4.21, -7.91, 2.85], [4.96, -7.96, 4.44], [2.74, -8.90, 2.86], [3.80, -6.23, 2.44], [5.33, -8.54, 1.64], [-1.73, 9.43, 5.69], [-0.52, 8.92, 6.87], [-1.95, 8.14, 4.49], [-3.27, 9.73, 6.50], [-1.18, 10.90, 4.88], [9.45, -5.71, -3.68], [11.04, -6.38, -4.04], [8.38, -7.00, -3.11], [9.59, -4.47, -2.44], [8.76, -5.00, -5.14], [5.03, -3.66, -6.65], [6.00, -2.34, -7.30], [5.83, -5.20, -6.99], [4.88, -3.46, -4.90], [3.44, -3.67, -7.43], [-7.05, -6.54, 7.32], [-6.39, -5.91, 8.84], [-5.73, -6.73, 6.15], [-7.80, -8.11, 7.61], [-8.24, -5.42, 6.68], [-3.13, 9.05, -1.98], [-3.44, 10.66, -1.33], [-2.01, 8.19, -0.92], [-4.65, 8.15, -2.07], [-2.43, 9.18, -3.59], [-8.98, -4.41, -0.37], [-8.38, -3.77, 1.16], [-7.61, -4.57, -1.50], [-9.71, -6.00, -0.11], [-10.17, -3.31, -1.05], [0.41, 0.94, -12.77], [-0.50, -0.43, -12.14], [-0.71, 2.13, -13.45], [1.33, 1.69, -11.46], [1.52, 0.39, -14.03], [-1.02, 11.66, 9.96], [0.37, 10.84, 9.23], [-1.97, 10.49, 10.88], [-0.45, 12.93, 11.04], [-2.02, 12.37, 8.69], [6.36, -1.27, 4.46], [5.55, -2.77, 3.97], [5.19, -0.22, 5.27], [7.67, -1.65, 5.57], [7.00, -0.45, 3.04]], "lowdin_charge": [0.203, -0.072, -0.255, -0.190, 0.066, 0.008, -0.015, -0.280, -0.066, -0.044, -0.620, -0.024, 0.889, -0.133, -0.289, -0.074, -0.209, -0.652, 0.217, 0.103, -0.186, -0.042, 0.837, -0.222, -0.225, -0.438, 0.131, 0.139, -0.348, 0.155, 0.183, -0.338, 0.094, 0.135, -0.593, 0.121, 0.151, 0.069, 0.020, 0.101, 0.099, 0.087, -0.008, 0.187, -0.018, 0.016, 0.097, 0.057, 0.072, 0.071, 0.105, 0.121, 0.097, 0.050, 0.038, -0.031, 0.094, 0.131, 0.098, 0.072, 0.053, 0.090, -2.004, 0.539, 0.532, 0.530, 0.646, -2.009, 0.541, 0.600, 0.574, 0.531, -2.005, 0.564, 0.543, 0.511, 0.536, -2.032, 0.520, 0.516, 0.512, 0.512, -2.041, 0.511, 0.517, 0.512, 0.514, -1.993, 0.563, 0.526, 0.522, 0.565, -2.048, 0.546, 0.511, 0.474, 0.542, -2.035, 0.464, 0.513, 0.528, 0.529, -2.055, 0.545, 0.514, 0.501, 0.509, -2.029, 0.537, 0.523, 0.481, 0.492, -2.053, 0.534, 0.479, 0.542, 0.525, -2.046, 0.535, 0.586, 0.528, 0.531, -2.047, 0.486, 0.520, 0.543, 0.539, -2.050, 0.476, 0.532, 0.508, 0.532, -2.048, 0.476, 0.529, 0.533, 0.518, -2.058, 0.489, 0.522, 0.549, 0.510], "orbital_gap_ev": 8.82, "lumo_energy_ev": -2.45, "e_above_lowest_ev": 0.000, "charge": 1}

---

# 3
{"formula": "C31H24BClN14O4SSeTi", "method": "ωB97M-V/def2-TZVPD", "elements": ["Ti", "C", "C", "N", "N", "C", "B", "N", "C", "C", "C", "N", "N", "C", "C", "C", "N", "N", "C", "C", "C", "N", "H", "H", "H", "H", "H", "H", "H", "H", "H", "H", "H", "H", "O", "C", "O", "C", "C", "Cl", "N", "N", "C", "C", "O", "O", "C", "C", "C", "C", "C", "C", "H", "H", "H", "H", "H", "H", "Se", "N", "C", "C", "C", "C", "N", "C", "N", "H", "H", "H", "S", "C", "C", "N", "C", "H", "H", "H"], "coordinates": [[0.01, 0.54, -0.57], [-0.12, 0.73, 3.81], [-0.67, 1.08, 2.55], [-0.06, 0.38, 1.55], [0.91, -0.44, 2.12], [0.86, -0.24, 3.50], [1.97, -1.24, 1.21], [1.02, -2.11, 0.25], [1.13, -3.40, -0.24], [0.22, -3.61, -1.30], [-0.40, -2.36, -1.48], [0.11, -1.45, -0.59], [2.83, -0.20, 0.32], [4.17, 0.21, 0.27], [4.30, 1.29, -0.65], [2.99, 1.51, -1.13], [2.13, 0.58, -0.58], [2.82, -2.19, 2.05], [2.32, -3.15, 2.94], [3.39, -3.65, 3.72], [4.53, -2.96, 3.23], [4.18, -2.08, 2.24], [-0.36, 1.18, 4.76], [-1.45, 1.80, 2.30], [1.51, -0.78, 4.18], [1.87, -4.09, 0.15], [-0.01, -4.55, -1.79], [-1.17, -2.08, -2.19], [4.90, -0.28, 0.90], [5.18, 1.88, -0.90], [2.61, 2.24, -1.82], [1.27, -3.41, 3.00], [3.33, -4.39, 4.51], [5.60, -3.05, 3.49], [-4.05, 4.67, -0.29], [-4.63, 3.51, -0.57], [-5.77, 3.36, -0.99], [-3.81, 2.31, -0.27], [-4.30, 0.98, -0.14], [-5.89, 0.46, 0.13], [-3.27, 0.08, -0.07], [-2.07, 0.81, -0.14], [-2.36, 2.17, -0.18], [-1.28, 3.17, -0.41], [-1.53, 4.40, -0.24], [-0.13, 2.65, -0.84], [-3.38, -1.36, 0.06], [-4.27, -2.08, -0.79], [-4.34, -3.47, -0.74], [-3.53, -4.18, 0.15], [-2.65, -3.50, 0.96], [-2.66, -2.10, 0.99], [-3.02, 4.58, -0.21], [-4.86, -1.54, -1.53], [-5.05, -4.00, -1.38], [-3.60, -5.27, 0.19], [-1.94, -4.03, 1.60], [-2.05, -1.57, 1.72], [-2.99, 2.26, -4.10], [-1.74, 1.88, -5.51], [-0.71, 1.24, -4.99], [0.45, 0.74, -5.66], [1.42, 0.11, -4.89], [1.24, -0.02, -3.52], [0.22, 0.53, -2.80], [-0.80, 1.08, -3.49], [-1.95, 1.41, -2.92], [0.51, 0.84, -6.75], [2.35, -0.28, -5.34], [1.98, -0.53, -2.92], [3.50, 3.83, 3.09], [2.39, 4.76, 2.12], [1.60, 3.91, 1.35], [1.85, 2.57, 1.55], [2.80, 2.41, 2.45], [2.36, 5.85, 2.10], [0.84, 4.20, 0.60], [3.18, 1.44, 2.78]], "lowdin_charge": [1.306, 0.012, -0.077, -0.090, 0.038, -0.002, -0.564, 0.063, 0.023, 0.009, -0.076, -0.109, 0.053, 0.013, 0.011, -0.086, -0.102, -0.037, -0.087, -0.034, -0.106, 0.055, 0.118, 0.124, 0.135, 0.144, 0.127, 0.131, 0.108, 0.121, 0.129, 0.114, 0.103, 0.121, 0.132, -0.503, 0.104, -0.027, -0.536, 0.905, -0.002, -0.012, -0.113, -0.459, 0.099, -0.121, -0.209, -0.039, -0.047, -0.055, -0.069, -0.033, 0.065, 0.110, 0.124, 0.123, 0.118, 0.110, 1.238, -0.131, -0.337, 0.071, -0.011, -0.071, 0.003, -0.427, -0.259, 0.144, 0.140, 0.116, 1.049, -0.350, -0.225, -0.039, -0.514, 0.081, 0.095, 0.072], "orbital_gap_ev": 5.52, "lumo_energy_ev": -8.21, "e_above_lowest_ev": 0.000, "charge": 2}

---

no.,total energy (a.u.)
1,-1844.2958
2,-33056.3161
3,-6397.0076